Record 1
C36H45AsMnN6S | ωB97M-V/def2-TZVPD

Atoms and positions in Å:
Mn (0.68, 0.74, -0.23)
C (-1.46, 4.03, 2.18)
C (-0.82, 3.21, 1.10)
N (0.23, 2.51, 1.28)
N (0.83, 2.46, 2.49)
C (1.97, 1.76, 2.67)
N (2.48, 1.82, 3.90)
S (2.73, 0.86, 1.46)
C (-1.39, 3.14, -0.27)
C (-2.41, 3.97, -0.70)
C (-2.90, 3.82, -1.99)
C (-2.37, 2.83, -2.80)
C (-1.35, 2.04, -2.30)
N (-0.86, 2.20, -1.08)
H (-1.48, 3.49, 3.12)
H (-2.50, 4.27, 1.93)
H (-0.92, 4.97, 2.31)
H (0.38, 2.90, 3.29)
H (1.96, 2.21, 4.68)
H (3.28, 1.25, 4.11)
H (-2.82, 4.73, -0.06)
H (-3.69, 4.46, -2.35)
H (-2.74, 2.67, -3.81)
H (-0.92, 1.22, -2.87)
C (-0.13, -3.98, -2.87)
C (-0.37, -2.58, -3.47)
C (0.35, -2.46, -4.81)
C (-1.88, -2.37, -3.66)
C (0.13, -1.57, -2.52)
C (0.57, -0.75, -1.73)
H (-0.51, -4.75, -3.55)
H (-0.64, -4.08, -1.91)
H (0.93, -4.15, -2.71)
H (-0.04, -3.20, -5.51)
H (1.42, -2.63, -4.69)
H (0.20, -1.46, -5.24)
H (-2.29, -3.13, -4.33)
H (-2.08, -1.39, -4.10)
H (-2.41, -2.43, -2.70)
N (5.33, 1.82, -2.81)
C (4.57, 0.53, -3.02)
C (3.53, 0.38, -1.93)
N (2.63, 1.53, -1.83)
C (3.35, 2.78, -1.69)
C (4.41, 3.01, -2.77)
H (6.03, 1.94, -3.54)
H (5.84, 1.76, -1.92)
H (5.29, -0.29, -3.02)
H (4.11, 0.60, -4.01)
H (4.03, 0.26, -0.96)
H (2.93, -0.51, -2.10)
H (1.99, 1.53, -2.63)
H (3.83, 2.78, -0.70)
H (2.66, 3.62, -1.71)
H (5.00, 3.90, -2.58)
H (3.95, 3.08, -3.76)
C (-1.44, 1.33, 5.63)
C (-2.39, 1.38, 4.62)
C (-2.19, 0.67, 3.44)
C (-1.05, -0.10, 3.27)
C (-0.11, -0.17, 4.29)
C (-0.30, 0.54, 5.47)
As (-0.65, -0.88, 1.53)
C (0.11, -2.59, 1.97)
C (-0.32, -3.33, 3.07)
C (0.23, -4.58, 3.32)
C (1.21, -5.09, 2.47)
C (1.63, -4.35, 1.37)
C (1.08, -3.10, 1.12)
C (-2.39, -1.31, 0.80)
C (-2.94, -2.59, 0.87)
C (-4.16, -2.85, 0.28)
C (-4.86, -1.85, -0.38)
C (-4.32, -0.57, -0.45)
C (-3.08, -0.31, 0.13)
H (-1.60, 1.87, 6.56)
H (-3.29, 1.96, 4.76)
H (-2.95, 0.70, 2.66)
H (0.78, -0.78, 4.17)
H (0.42, 0.46, 6.27)
H (-1.08, -2.94, 3.73)
H (-0.10, -5.16, 4.17)
H (1.64, -6.06, 2.66)
H (2.39, -4.75, 0.71)
H (1.39, -2.53, 0.25)
H (-2.40, -3.39, 1.37)
H (-4.58, -3.85, 0.33)
H (-5.81, -2.06, -0.84)
H (-4.85, 0.22, -0.97)
H (-2.66, 0.68, 0.05)

Summary:
HOMO energy (spin up / spin down): -12.2 / -12.8 eV
electronic energy: -5511.8173 a.u.
gap between HOMO and LUMO (spin up / spin down): 6.88 / 7.39 eV
relative energy (zero: lowest compared OMol25 entry of this formula, charge and spin): 0.00 kJ/mol
total charge: +2
multiplicity: 6

Want to see where the charge sits? The Mulliken charges in e are: atom 1 (Mn): 1.0088, atom 2 (C): -1.7968, atom 3 (C): 0.8436, atom 4 (N): 0.0860, atom 5 (N): -0.4780, atom 6 (C): 0.3902, atom 7 (N): -0.3275, atom 8 (S): -0.6005, atom 9 (C): 0.3899, atom 10 (C): -0.8765, atom 11 (C): -0.6977, atom 12 (C): -0.7962, atom 13 (C): -0.2411, atom 14 (N): 0.5190, atom 15 (H): 0.3835, atom 16 (H): 0.3964, atom 17 (H): 0.3108, atom 18 (H): 0.3387, atom 19 (H): 0.2366, atom 20 (H): 0.2549, atom 21 (H): 0.4814, atom 22 (H): 0.4660, atom 23 (H): 0.5025, atom 24 (H): 0.2398, atom 25 (C): -1.6387, atom 26 (C): 2.0075, atom 27 (C): -1.7254, atom 28 (C): -1.3570, atom 29 (C): 0.3985, atom 30 (C): -0.4638, atom 31 (H): 0.4471, atom 32 (H): 0.2874, atom 33 (H): 0.3506, atom 34 (H): 0.4216, atom 35 (H): 0.3453, atom 36 (H): 0.3267, atom 37 (H): 0.4293, atom 38 (H): 0.3306, atom 39 (H): 0.1683, atom 40 (N): -0.1120, atom 41 (C): -0.9324, atom 42 (C): -0.3654, atom 43 (N): 0.0009, atom 44 (C): -0.7936, atom 45 (C): -0.8926, atom 46 (H): 0.3556, atom 47 (H): 0.3839, atom 48 (H): 0.4380, atom 49 (H): 0.3835, atom 50 (H): 0.3672, atom 51 (H): 0.0067, atom 52 (H): 0.3051, atom 53 (H): 0.3672, atom 54 (H): 0.4533, atom 55 (H): 0.4473, atom 56 (H): 0.3604, atom 57 (C): -0.5315, atom 58 (C): -0.7923, atom 59 (C): -0.3836, atom 60 (C): 0.0469, atom 61 (C): -0.4209, atom 62 (C): -0.8218, atom 63 (As): 1.7520, atom 64 (C): 0.1916, atom 65 (C): -0.3821, atom 66 (C): -0.7325, atom 67 (C): -0.5554, atom 68 (C): -0.7472, atom 69 (C): -0.5536, atom 70 (C): 0.5568, atom 71 (C): -0.6694, atom 72 (C): -0.7615, atom 73 (C): -0.7048, atom 74 (C): -0.8061, atom 75 (C): 0.0422, atom 76 (H): 0.4333, atom 77 (H): 0.4928, atom 78 (H): 0.4324, atom 79 (H): 0.4703, atom 80 (H): 0.5538, atom 81 (H): 0.4990, atom 82 (H): 0.4251, atom 83 (H): 0.4102, atom 84 (H): 0.4511, atom 85 (H): 0.0997, atom 86 (H): 0.3955, atom 87 (H): 0.4372, atom 88 (H): 0.4067, atom 89 (H): 0.4445, atom 90 (H): 0.1865

Record 2
C2H5ISi | ωB97M-V/def2-TZVPD

Atoms and positions in Å:
C (0.88, -0.72, 0.35)
C (0.14, -0.16, -0.88)
Si (-0.81, 0.01, 0.75)
I (-1.92, 3.31, -0.22)
H (1.01, -1.79, 0.12)
H (1.77, -0.14, 0.78)
H (0.36, 0.83, -1.34)
H (-0.14, -0.91, -1.60)
H (-1.29, -0.44, 2.05)

Summary:
HOMO energy (spin up / spin down): -8.5 / -8.2 eV
electronic energy: -666.2419 a.u.
gap between HOMO and LUMO (spin up / spin down): 6.63 / 5.85 eV
relative energy (zero: lowest compared OMol25 entry of this formula, charge and spin): 341.77 kJ/mol

Want to see where the charge sits? The Mulliken charges in e are: atom 1 (C): -0.6538, atom 2 (C): -0.4780, atom 3 (Si): 0.4002, atom 4 (I): -0.4121, atom 5 (H): 0.2911, atom 6 (H): 0.2847, atom 7 (H): 0.3104, atom 8 (H): 0.2767, atom 9 (H): -0.0193

Record 3
C14H47B2N3O6V | ωB97M-V/def2-TZVPD

Atoms and positions in Å:
O (-10.19, 17.13, 26.24)
V (-10.56, 16.15, 27.46)
B (-12.66, 15.55, 26.45)
H (-11.72, 15.21, 26.04)
H (-13.43, 15.25, 25.76)
H (-12.81, 15.12, 27.43)
H (-12.61, 16.62, 26.59)
B (-10.79, 14.73, 29.64)
H (-9.87, 14.38, 29.20)
H (-11.45, 15.20, 28.93)
H (-11.25, 13.81, 29.97)
H (-10.49, 15.38, 30.45)
C (-7.24, 16.93, 28.33)
O (-8.58, 16.60, 28.63)
H (-7.29, 17.99, 28.06)
H (-6.52, 16.74, 29.12)
H (-6.71, 16.44, 27.52)
C (-11.90, 18.98, 28.96)
O (-11.83, 17.56, 28.85)
H (-11.25, 19.36, 29.75)
H (-11.66, 19.47, 28.02)
H (-12.86, 19.28, 29.38)
C (-15.21, 19.74, 24.14)
C (-14.02, 18.86, 23.72)
C (-12.66, 19.19, 24.49)
O (-12.23, 20.58, 24.51)
C (-11.54, 21.00, 23.35)
N (-14.56, 17.50, 23.89)
H (-15.35, 20.73, 23.72)
H (-15.04, 19.86, 25.21)
H (-16.14, 19.19, 24.01)
H (-14.00, 19.12, 22.66)
H (-11.90, 18.45, 24.24)
H (-12.76, 19.01, 25.56)
H (-12.15, 21.19, 22.47)
H (-10.76, 20.27, 23.11)
H (-10.82, 21.78, 23.62)
H (-14.56, 17.35, 24.89)
H (-13.89, 16.81, 23.58)
C (-9.23, 12.24, 25.04)
C (-8.83, 13.69, 25.50)
C (-8.72, 14.74, 24.38)
O (-10.02, 14.91, 23.78)
C (-10.24, 15.93, 22.74)
N (-9.74, 14.13, 26.50)
H (-8.68, 11.95, 24.14)
H (-10.30, 12.23, 24.85)
H (-8.90, 11.46, 25.72)
H (-7.85, 13.57, 25.95)
H (-7.89, 14.63, 23.68)
H (-8.37, 15.69, 24.79)
H (-11.31, 15.91, 22.54)
H (-9.71, 15.57, 21.86)
H (-9.96, 16.92, 23.09)
H (-9.79, 13.29, 27.07)
H (-10.58, 14.10, 25.95)
C (-7.84, 19.43, 23.20)
C (-7.35, 19.83, 24.62)
C (-8.61, 20.37, 25.51)
O (-8.30, 21.05, 26.72)
C (-9.33, 21.94, 27.13)
N (-6.88, 18.60, 25.22)
H (-8.38, 18.50, 23.36)
H (-7.09, 19.17, 22.45)
H (-8.52, 20.04, 22.61)
H (-6.54, 20.55, 24.53)
H (-9.24, 19.55, 25.86)
H (-9.25, 20.95, 24.84)
H (-10.18, 21.41, 27.56)
H (-9.66, 22.57, 26.30)
H (-8.92, 22.53, 27.95)
H (-7.02, 18.53, 26.21)
H (-5.90, 18.48, 25.01)

Summary:
HOMO energy (spin up / spin down): -0.9 / -0.9 eV
electronic energy: -2170.6444 a.u.
gap between HOMO and LUMO (spin up / spin down): 5.36 / 5.32 eV
total charge: -2
multiplicity: 2

Want to see where the charge sits? The Mulliken charges in e are: atom 1 (O): 0.1742, atom 2 (V): 0.3485, atom 3 (B): 1.5374, atom 4 (H): -0.6691, atom 5 (H): -0.3135, atom 6 (H): -0.3051, atom 7 (H): -0.3820, atom 8 (B): 1.5714, atom 9 (H): -0.3850, atom 10 (H): -0.4693, atom 11 (H): -0.2938, atom 12 (H): -0.3906, atom 13 (C): -0.8138, atom 14 (O): -0.8914, atom 15 (H): 0.1233, atom 16 (H): 0.2869, atom 17 (H): 0.2277, atom 18 (C): -0.4904, atom 19 (O): -0.7809, atom 20 (H): 0.2270, atom 21 (H): -0.1890, atom 22 (H): 0.3333, atom 23 (C): -1.5370, atom 24 (C): 0.3314, atom 25 (C): 0.1086, atom 26 (O): -0.4258, atom 27 (C): -0.7412, atom 28 (N): -0.8124, atom 29 (H): 0.3254, atom 30 (H): 0.3243, atom 31 (H): 0.4284, atom 32 (H): 0.2793, atom 33 (H): 0.0278, atom 34 (H): 0.1550, atom 35 (H): 0.3425, atom 36 (H): 0.1179, atom 37 (H): 0.3438, atom 38 (H): 0.3338, atom 39 (H): 0.2671, atom 40 (C): -1.4627, atom 41 (C): -0.1968, atom 42 (C): -0.0799, atom 43 (O): -0.3564, atom 44 (C): -0.3659, atom 45 (N): -0.2306, atom 46 (H): 0.4216, atom 47 (H): 0.3596, atom 48 (H): 0.3824, atom 49 (H): 0.4315, atom 50 (H): 0.5676, atom 51 (H): -0.1294, atom 52 (H): 0.1441, atom 53 (H): 0.3586, atom 54 (H): -0.1644, atom 55 (H): 0.1514, atom 56 (H): -0.0628, atom 57 (C): -1.2897, atom 58 (C): 0.3821, atom 59 (C): 0.2842, atom 60 (O): -0.4334, atom 61 (C): -0.4679, atom 62 (N): -0.4080, atom 63 (H): 0.0799, atom 64 (H): 0.3787, atom 65 (H): 0.4065, atom 66 (H): 0.2891, atom 67 (H): 0.1848, atom 68 (H): -0.3351, atom 69 (H): 0.1239, atom 70 (H): 0.2587, atom 71 (H): 0.2691, atom 72 (H): -0.0242, atom 73 (H): 0.2086